1.
The following is a quantum chemistry calculation of C25H73Br3ClN12O8P4 as an isolated structure at a distorted geometry, from OMol25.

XYZ file:
```
126
Properties=species:S:1:pos:R:3
Cl -1.300 1.031 -0.510
O -0.284 0.895 -1.451
O -2.592 1.106 -1.133
O -1.140 -0.101 0.368
O -1.272 2.292 0.218
C -7.101 2.442 3.825
Br -6.264 1.198 5.136
Br -6.801 4.237 4.479
Br -8.945 2.055 3.181
H -6.450 2.323 2.958
O 5.048 -2.238 3.033
P 5.387 -2.106 4.485
N 5.218 -3.586 5.339
C 4.652 -3.596 6.750
C 6.062 -4.708 5.029
N 4.466 -0.882 5.415
C 4.840 0.528 5.324
C 3.078 -1.012 5.814
N 7.015 -1.750 4.595
C 7.970 -1.766 3.434
C 7.604 -1.303 5.817
H 4.675 -2.556 7.076
H 5.229 -4.287 7.366
H 3.608 -3.909 6.752
H 6.461 -5.248 5.887
H 6.942 -4.506 4.419
H 5.500 -5.430 4.436
H 5.099 1.035 6.254
H 5.728 0.612 4.697
H 4.144 1.177 4.792
H 2.927 -0.388 6.695
H 2.510 -0.421 5.096
H 2.795 -2.061 5.728
H 8.157 -0.724 3.172
H 8.912 -2.141 3.834
H 7.569 -2.349 2.605
H 8.606 -1.728 5.881
H 7.011 -1.573 6.691
H 7.697 -0.217 5.782
O -7.570 -7.974 0.595
P -8.434 -7.107 1.435
N -10.101 -7.354 1.058
C -11.201 -6.449 1.458
C -10.460 -8.801 0.843
N -8.243 -5.458 1.012
C -8.188 -5.241 -0.457
C -7.256 -4.653 1.700
N -8.246 -7.170 3.146
C -9.290 -6.533 4.098
C -7.176 -7.920 3.753
H -11.923 -6.268 0.663
H -10.811 -5.487 1.790
H -11.744 -6.987 2.236
H -10.219 -9.343 1.758
H -9.705 -9.159 0.143
H -11.495 -9.001 0.567
H -8.186 -4.203 -0.790
H -7.201 -5.591 -0.759
H -8.897 -5.851 -1.017
H -7.058 -3.622 1.407
H -7.641 -4.573 2.717
H -6.269 -5.088 1.545
H -9.729 -5.639 3.656
H -10.037 -7.264 4.409
H -8.772 -6.175 4.988
H -7.529 -8.409 4.661
H -6.517 -7.098 4.032
H -6.600 -8.570 3.094
O 7.170 9.957 1.310
P 5.990 9.215 1.881
N 5.126 10.259 2.899
C 5.149 11.657 2.691
C 3.809 9.877 3.509
N 6.464 7.836 2.784
C 7.176 6.695 2.142
C 6.552 7.851 4.227
N 4.830 8.693 0.773
C 4.928 9.268 -0.669
C 4.079 7.506 0.867
H 5.172 12.276 3.588
H 4.428 11.858 1.899
H 6.063 12.054 2.251
H 3.567 8.954 2.982
H 3.042 10.622 3.296
H 3.875 9.631 4.569
H 6.447 6.186 1.512
H 8.054 7.040 1.596
H 7.521 6.013 2.919
H 6.416 8.817 4.714
H 5.800 7.154 4.597
H 7.433 7.338 4.612
H 5.727 8.705 -1.150
H 4.126 9.004 -1.358
H 5.267 10.304 -0.689
H 4.498 6.700 1.469
H 3.972 7.035 -0.110
H 3.091 7.730 1.269
O 0.379 -1.832 -8.043
P -0.331 -1.137 -9.147
N 0.002 0.491 -9.543
C -0.704 1.268 -10.613
C 0.808 1.350 -8.606
N -2.075 -1.372 -9.067
C -2.777 -0.290 -8.397
C -2.531 -2.723 -8.779
N -0.009 -1.878 -10.653
C -0.855 -1.751 -11.877
C 1.253 -2.470 -10.906
H -1.500 0.686 -11.077
H -0.017 1.217 -11.458
H -0.956 2.316 -10.451
H 1.396 0.726 -7.933
H 0.185 1.804 -7.835
H 1.400 2.156 -9.041
H -2.262 -0.048 -7.467
H -2.714 0.641 -8.960
H -3.813 -0.490 -8.121
H -2.512 -2.908 -7.705
H -3.596 -2.799 -9.001
H -1.952 -3.306 -9.495
H -0.813 -2.722 -12.369
H -1.876 -1.774 -11.495
H -0.780 -0.884 -12.533
H 1.869 -1.731 -11.420
H 0.954 -3.397 -11.395
H 1.792 -2.734 -9.996
```

## Properties
E = -11802.76505 Ha
LUMO level = 1.15 eV
total charge = -1
gap between HOMO and LUMO = 6.39 eV

---

2.
The following is a quantum chemistry calculation of a 10-piece molecular cluster, C25H73N17O13 overall at a distorted geometry, from OMol25.

XYZ file:
```
128
Properties=species:S:1:pos:R:3
C 3.099 -5.832 5.794
O 3.501 -6.018 7.163
C 2.494 -6.429 8.105
C 3.264 -7.339 9.129
N 3.432 -8.696 8.565
C 2.235 -9.483 8.547
C 2.467 -10.860 7.806
O 1.218 -11.468 7.687
C 1.304 -12.878 7.513
H 2.315 -6.539 5.521
H 3.916 -5.962 5.084
H 2.664 -4.849 5.613
H 1.723 -7.050 7.651
H 2.004 -5.569 8.563
H 2.700 -7.360 10.061
H 4.255 -6.886 9.155
H 4.002 -9.348 9.084
H 1.563 -8.915 7.905
H 1.875 -9.606 9.569
H 3.247 -11.426 8.316
H 2.711 -10.724 6.752
H 0.379 -13.228 7.055
H 1.356 -13.379 8.480
H 2.086 -13.166 6.810
C 10.462 4.886 -12.515
O 10.103 6.050 -11.759
C 8.772 6.136 -11.427
C 8.646 5.954 -9.905
N 7.242 5.889 -9.478
C 7.127 5.542 -8.087
C 5.603 5.456 -7.817
O 5.429 4.952 -6.478
C 4.099 4.741 -6.055
H 10.416 5.139 -13.574
H 9.922 3.964 -12.298
H 11.501 4.689 -12.250
H 8.079 5.435 -11.892
H 8.440 7.153 -11.635
H 9.236 6.685 -9.352
H 9.105 4.986 -9.709
H 6.856 5.190 -10.097
H 7.622 6.283 -7.460
H 7.561 4.558 -7.908
H 5.140 4.753 -8.510
H 5.177 6.452 -7.942
H 3.947 3.758 -5.607
H 3.403 4.768 -6.893
H 3.879 5.555 -5.365
C -3.802 1.930 -8.398
O -3.547 2.826 -7.309
C -4.565 2.945 -6.369
C -5.530 4.064 -6.841
N -4.985 5.443 -6.706
C -6.019 6.429 -6.813
C -5.361 7.898 -6.825
O -4.381 7.954 -7.897
C -4.923 8.107 -9.215
H -4.185 0.953 -8.103
H -2.916 1.790 -9.017
H -4.595 2.403 -8.977
H -4.085 3.222 -5.431
H -5.070 1.989 -6.233
H -6.389 4.070 -6.171
H -5.976 3.650 -7.745
H -4.258 5.677 -7.366
H -6.680 6.272 -5.960
H -6.510 6.183 -7.755
H -4.870 8.186 -5.896
H -6.120 8.670 -6.952
H -5.254 7.206 -9.730
H -4.165 8.600 -9.824
H -5.813 8.734 -9.268
N -3.794 -2.338 9.229
C -5.039 -2.511 9.694
N -5.351 -1.617 10.516
O -5.835 -3.313 9.317
H -3.566 -2.821 8.371
H -3.232 -1.546 9.506
H -6.005 -1.853 11.248
H -4.639 -0.950 10.780
N 2.709 0.884 9.413
C 1.756 1.684 9.623
N 2.162 2.626 10.382
O 0.667 1.615 9.103
H 2.710 0.180 8.689
H 3.574 0.995 9.922
H 3.083 2.659 10.794
H 1.501 3.379 10.508
N -7.524 2.685 -0.109
C -7.790 3.968 -0.185
N -8.983 4.025 -0.618
O -7.083 4.839 0.185
H -8.306 2.060 -0.244
H -6.634 2.296 0.166
H -9.495 3.159 -0.706
H -9.408 4.924 -0.440
N -5.227 -4.984 -0.511
C -4.679 -5.628 -1.555
N -3.854 -4.914 -2.214
O -5.009 -6.778 -1.752
H -5.959 -5.442 0.013
H -4.740 -4.130 -0.277
H -3.781 -4.034 -1.722
H -3.467 -5.195 -3.104
N -0.770 0.845 0.745
C -1.572 -0.072 1.273
N -1.296 -0.340 2.467
O -2.580 -0.489 0.732
H -0.861 1.183 -0.202
H 0.033 1.195 1.249
H -1.795 -1.129 2.851
H -0.632 0.131 3.065
N 3.611 4.812 2.926
C 4.419 3.747 2.919
N 5.661 4.041 3.218
O 3.991 2.641 2.848
H 4.240 5.599 2.999
H 2.616 4.823 2.758
H 6.066 4.945 3.418
H 6.158 3.171 3.344
N -4.023 -7.398 4.969
C -2.807 -6.975 4.643
N -2.037 -8.021 4.473
O -2.526 -5.808 4.593
H -4.783 -6.793 5.246
H -4.060 -8.383 5.188
H -2.353 -8.922 4.800
H -1.043 -7.890 4.345
```

## Properties
SMILES string = COCCNCCOC.COCCNCCOC.COCCNCCOC.NC(N)=O.NC(N)=O.NC(N)=O.NC(N)=O.NC(N)=O.NC(N)=O.NC(N)=O
E = -2905.16427 Ha
LUMO level = 0.31 eV
total charge = 0
energy relative to the best compared isomer or geometry (same formula, charge and spin) = 8.011 eV
gap between HOMO and LUMO = 8.80 eV

---

3.
The following is a quantum chemistry calculation of C25H74F6N11O27S2 as an isolated structure at a distorted geometry, from OMol25.

XYZ file:
```
145
Properties=species:S:1:pos:R:3
C -1.086 0.233 2.175
F -2.311 -0.031 2.615
F -1.102 1.434 1.591
F -0.195 0.297 3.138
S -0.586 -1.149 0.924
O -0.035 -2.201 1.742
O -1.805 -1.594 0.269
N 0.611 -0.472 -0.039
S -0.053 0.169 -1.311
O -0.199 -0.767 -2.408
O -1.137 1.074 -1.073
C 1.469 1.209 -1.875
F 2.413 0.353 -2.245
F 1.181 2.021 -2.878
F 1.925 1.924 -0.843
C -0.769 -4.588 5.134
O -0.512 -3.815 6.041
N -0.943 -5.929 5.298
N -0.644 -4.233 3.824
H -0.858 -6.475 4.461
H -1.012 -6.387 6.185
H -0.461 -3.266 3.616
H -0.642 -4.887 3.063
C -1.145 3.405 -6.512
O -1.320 3.970 -7.582
N -2.096 3.145 -5.583
N 0.126 3.128 -6.059
H -1.868 2.713 -4.708
H -2.969 3.621 -5.723
H 0.878 3.386 -6.669
H 0.264 2.862 -5.102
C 1.022 0.138 -5.962
O 1.931 0.615 -5.292
N -0.160 -0.311 -5.475
N 1.094 -0.046 -7.303
H -0.832 -0.826 -6.010
H -0.232 -0.395 -4.472
H 0.365 -0.484 -7.830
H 2.003 0.086 -7.713
C 0.110 -5.292 -0.809
O 0.047 -6.410 -1.299
N -0.785 -4.333 -1.188
N 0.987 -4.920 0.138
H -0.776 -3.404 -0.793
H -1.245 -4.525 -2.059
H 1.519 -5.671 0.540
H 1.162 -3.970 0.413
C 2.939 -2.152 5.314
O 4.124 -1.916 5.133
N 2.473 -3.355 5.793
N 1.951 -1.243 5.117
H 3.178 -4.049 5.958
H 1.486 -3.532 5.702
H 2.105 -0.253 5.125
H 1.019 -1.591 5.278
C 3.820 -1.620 0.670
C 3.333 -0.982 1.958
O 2.766 0.318 1.728
O 2.790 -2.365 0.034
H 4.659 -2.275 0.923
H 4.267 -0.876 0.002
H 4.125 -0.929 2.706
H 2.583 -1.625 2.433
H 2.039 0.146 1.109
H 2.035 -1.760 0.094
C -5.488 -1.547 1.618
C -6.887 -2.157 1.516
O -7.225 -3.032 2.576
O -4.503 -2.445 1.108
H -5.221 -1.328 2.658
H -5.358 -0.564 1.153
H -7.093 -2.672 0.572
H -7.592 -1.320 1.439
H -6.470 -3.627 2.653
H -4.373 -2.148 0.201
C -3.439 -0.916 5.873
C -1.964 -0.503 5.915
O -1.427 -0.795 7.200
O -3.570 -2.328 5.801
H -3.942 -0.442 5.026
H -3.894 -0.532 6.789
H -1.901 0.584 5.825
H -1.528 -0.954 5.017
H -1.787 -1.680 7.357
H -3.760 -2.614 4.906
C 3.718 6.057 -1.170
C 3.599 5.003 -2.249
O 2.765 5.418 -3.314
O 4.187 7.295 -1.688
H 4.406 5.789 -0.368
H 2.714 6.186 -0.744
H 3.241 4.043 -1.867
H 4.600 4.866 -2.664
H 1.874 5.590 -2.991
H 3.724 7.399 -2.530
C -5.491 2.479 4.721
C -5.319 1.916 3.293
O -5.113 2.969 2.350
O -4.210 2.708 5.294
H -6.110 1.798 5.302
H -6.021 3.434 4.664
H -6.122 1.273 2.928
H -4.466 1.231 3.348
H -4.716 3.693 2.841
H -3.820 3.520 4.964
C 1.237 3.610 3.047
C 1.335 4.054 1.597
O 1.452 5.465 1.478
O 2.372 4.134 3.781
H 1.292 2.524 3.089
H 0.363 4.084 3.495
H 0.502 3.687 0.991
H 2.147 3.553 1.057
H 2.331 5.641 1.833
H 2.037 4.828 4.353
C 3.337 -2.586 -4.363
C 2.017 -3.124 -3.870
O 1.581 -4.273 -4.569
O 3.174 -2.100 -5.709
H 4.117 -3.346 -4.356
H 3.617 -1.761 -3.703
H 1.203 -2.404 -3.967
H 2.160 -3.309 -2.795
H 0.634 -4.399 -4.570
H 2.845 -1.194 -5.662
C -3.940 -0.760 -2.429
C -3.605 0.104 -3.641
O -4.210 1.412 -3.550
O -5.259 -1.314 -2.464
H -3.773 -0.192 -1.514
H -3.205 -1.563 -2.505
H -3.868 -0.354 -4.597
H -2.529 0.300 -3.667
H -4.749 1.455 -4.345
H -5.882 -0.639 -2.181
C 6.349 1.633 -4.245
C 5.528 1.347 -3.024
O 6.329 1.363 -1.840
O 7.005 2.894 -4.041
H 5.762 1.572 -5.164
H 7.141 0.881 -4.321
H 4.977 0.408 -3.007
H 4.751 2.084 -2.782
H 6.808 2.197 -1.808
H 7.572 3.093 -4.788
```

## Properties
E = -5026.44615 Ha
LUMO level = 1.63 eV
total charge = -1
gap between HOMO and LUMO = 9.22 eV